DFT (ωB97M-V with the def2-TZVPD basis set) results for a structure of composition C39H138MnN61O31 at a distorted geometry.

Atoms and positions in Å:
Mn 19.9519 14.0309 17.1237
C 20.1730 18.0273 16.0284
C 19.5073 18.1781 17.3911
C 18.8823 19.6472 17.2554
C 17.9307 19.9047 18.4058
C 16.8321 18.8403 18.5417
C 17.3697 17.3625 18.7229
N 18.3500 17.2005 17.5699
O 18.6303 15.7743 17.1075
C 16.1190 16.4980 18.6671
C 18.1201 17.1239 20.0223
C 20.5339 18.0169 18.5980
H 20.7590 18.9462 16.0102
H 19.4232 18.0012 15.2377
H 20.8382 17.2026 15.7728
H 18.3880 19.8837 16.3132
H 19.7185 20.3319 17.3969
H 17.5123 20.9101 18.3590
H 18.3660 20.0553 19.3937
H 16.1709 18.8514 17.6752
H 16.2242 19.1866 19.3776
H 15.3939 16.5983 19.4747
H 16.2760 15.4438 18.4385
H 15.7105 16.7895 17.6995
H 18.7824 16.2583 20.0109
H 17.4289 16.9500 20.8470
H 18.7354 17.8998 20.4777
H 21.5636 17.9699 18.2434
H 20.7006 17.0314 19.0329
H 20.2572 18.7691 19.3367
C 18.2387 17.2188 24.0108
O 17.3923 17.2476 23.0685
N 19.1767 18.0479 24.1284
N 18.1562 16.2658 24.8321
H 19.8944 17.8316 24.8053
H 19.3789 18.7122 23.3949
H 17.2747 15.7825 24.7346
H 18.5765 16.4391 25.7340
C 14.6460 15.4824 23.5269
O 15.4699 15.1594 24.3843
N 13.4155 15.0842 23.6202
N 14.9110 16.2511 22.5443
H 12.7702 15.2613 22.8637
H 13.4596 14.1966 24.1003
H 15.8032 16.7188 22.6167
H 14.2143 16.7321 21.9935
C 13.2606 9.7115 18.8440
O 12.5898 8.8689 18.1665
N 14.2542 10.3476 18.3314
N 13.0414 9.9158 20.1069
H 14.7387 10.9952 18.9363
H 14.3745 10.2182 17.3369
H 13.7530 10.4659 20.5665
H 12.4424 9.3085 20.6478
C 22.0111 15.7884 21.8694
O 22.6210 14.9785 21.1777
N 20.7123 15.9460 21.8609
N 22.4452 16.6133 22.8276
H 20.2714 15.4304 21.1127
H 20.2166 16.6392 22.4029
H 23.3408 16.5082 23.2825
H 21.7246 17.2880 23.0410
C 26.6481 16.8481 17.2393
O 25.6340 17.2964 17.6213
N 27.4944 17.5121 16.5053
N 27.1539 15.6786 17.6099
H 27.0829 18.4194 16.3394
H 28.4091 17.1967 16.2155
H 28.0446 15.4122 17.2151
H 26.5821 15.1039 18.2122
C 12.5584 18.5400 17.5808
O 11.7802 18.3137 16.6495
N 13.1776 19.6770 17.8367
N 13.1865 17.6313 18.2372
H 13.8863 19.7683 18.5504
H 12.9559 20.4285 17.1993
H 13.7645 17.6279 19.0654
H 12.7264 16.8011 17.8920
C 19.5334 12.2853 24.0900
O 19.3642 11.5824 23.1367
N 19.1291 12.0771 25.3132
N 20.2174 13.4216 24.0711
H 18.5909 11.2492 25.5258
H 19.4819 12.6238 26.0857
H 19.9625 14.0110 24.8506
H 20.3986 13.7245 23.1247
C 11.7522 13.7195 18.3323
O 12.3804 14.5964 18.8632
N 11.9397 13.2216 17.1504
N 10.8233 13.0598 18.8801
H 12.6130 13.5392 16.4678
H 11.3241 12.4439 16.9599
H 10.3140 12.4444 18.2621
H 10.4206 13.4766 19.7072
C 26.2917 18.0722 21.5478
O 26.4668 19.1368 22.0240
N 27.2057 17.4184 20.9060
N 25.2443 17.3849 21.5963
H 28.0622 17.8103 21.2705
H 27.1039 16.5553 20.3914
H 25.2201 16.4926 21.1239
H 24.5250 17.7494 22.2045
C 24.8831 19.6769 14.5736
O 25.8626 20.3222 14.4134
N 24.4706 18.8190 13.6610
N 24.1008 19.5950 15.5063
H 25.1884 18.5942 12.9870
H 23.6652 18.2122 13.7174
H 23.4015 18.8680 15.5582
H 24.2740 20.2307 16.2718
C 22.8711 15.5518 17.4496
O 21.9381 14.7228 17.4768
N 23.4357 16.1003 16.3743
N 23.2842 15.9780 18.6101
H 24.3444 16.5281 16.4803
H 23.0906 15.8319 15.4638
H 24.1527 16.4921 18.6501
H 22.8372 15.4520 19.3474
C 10.8459 15.8525 14.2172
O 11.0168 15.1562 13.2506
N 11.5815 15.8035 15.2229
N 9.8597 16.7608 14.2834
H 11.3016 16.2310 16.0940
H 12.2737 15.0785 15.0990
H 9.9384 17.5100 14.9562
H 9.4697 17.0203 13.3886
C 21.8868 17.1091 12.4831
O 22.7417 16.7985 13.2434
N 21.9881 16.8990 11.2130
N 20.8346 17.8081 12.7775
H 21.3649 17.3078 10.5314
H 22.8289 16.4260 10.9140
H 20.1649 17.9724 12.0395
H 20.3950 17.9482 13.6760
C 23.7111 20.3752 18.9634
O 24.1285 21.2089 18.1512
N 22.5913 20.5045 19.5850
N 24.3166 19.2312 19.1333
H 22.1632 19.7172 20.0507
H 22.0620 21.3525 19.4403
H 25.2665 19.1803 18.7938
H 24.0373 18.5835 19.8563
C 20.4754 20.5132 22.3926
O 20.5960 19.3671 21.9421
N 21.4954 21.2504 22.6838
N 19.3220 21.0579 22.5109
H 21.3956 22.2545 22.7262
H 22.2609 20.6319 22.4565
H 19.3110 22.0300 22.7847
H 18.4828 20.6405 22.1344
C 19.9058 12.9487 19.9781
O 19.6691 13.7456 19.0796
N 20.8608 12.9011 20.8159
N 19.1446 11.9339 20.1826
H 21.6443 13.5346 20.8862
H 20.9465 12.0754 21.3911
H 19.3703 11.3318 20.9615
H 18.4855 11.7411 19.4420
C 15.5238 20.5055 21.6124
O 16.6350 20.9782 21.9439
N 15.2168 19.3211 21.9247
N 14.5418 21.1458 21.0885
H 15.8232 18.7851 22.5289
H 14.3977 18.9351 21.4774
H 14.8565 22.1055 21.0883
H 13.5824 20.9598 21.3433
C 20.9416 23.9609 15.2614
O 21.1539 24.1546 14.1199
N 19.8006 23.9872 15.8715
N 21.9013 23.5397 16.0830
H 19.7360 23.7572 16.8528
H 19.0572 24.1621 15.2105
H 22.8352 23.3746 15.7356
H 21.7509 23.3330 17.0601
C 20.1558 23.3178 19.5683
O 21.1114 22.8550 18.9438
N 20.1182 24.5548 19.9280
N 18.9731 22.7852 19.7596
H 21.0434 24.9589 19.9579
H 19.5420 24.9776 20.6417
H 18.2687 23.3173 20.2503
H 18.7745 21.9210 19.2760
C 16.2214 25.5076 17.5690
O 16.4321 25.7710 16.4118
N 16.9831 24.8530 18.3276
N 15.1998 25.9137 18.2231
H 17.8426 24.4880 17.9426
H 16.7340 24.7268 19.2982
H 14.6458 26.6066 17.7403
H 14.6600 25.6116 19.0215
C 21.3228 11.3685 16.1521
O 21.0339 12.2796 16.8673
N 20.8174 10.1804 16.1535
N 22.1405 11.4446 15.0954
H 20.9452 9.5816 15.3503
H 20.1159 9.9424 16.8400
H 22.1900 10.6425 14.4836
H 22.5632 12.3110 14.7942
C 11.7823 17.2863 21.2715
O 12.9575 17.6063 21.3090
N 10.8092 17.8617 21.9626
N 11.2923 16.4540 20.4823
H 11.1172 18.8091 22.1286
H 9.8245 17.6374 21.9496
H 10.2946 16.3431 20.3714
H 11.9239 15.8864 19.9355
C 15.7879 18.7950 10.1644
O 16.1139 19.7242 9.4693
N 15.1380 17.7235 9.6996
N 15.9940 18.6779 11.4326
H 15.1947 16.8966 10.2767
H 15.0330 17.7436 8.6952
H 15.6863 17.8557 11.9321
H 16.5055 19.3628 11.9706
C 15.8499 16.7861 14.5775
O 15.1877 17.2520 13.6429
N 15.7894 15.6043 15.0659
N 16.7667 17.5082 15.1385
H 15.1092 14.9279 14.7497
H 16.0506 15.4790 16.0334
H 16.9559 18.4483 14.8216
H 17.0185 17.2161 16.0720
C 14.8290 22.2061 15.0953
O 13.8179 22.3006 15.7433
N 15.6681 23.1975 15.0384
N 15.2248 21.2091 14.3818
H 16.4028 23.1565 14.3466
H 15.8721 23.8080 15.8167
H 14.7353 20.3385 14.5321
H 16.2164 21.2699 14.1999
C 15.7515 12.9816 20.4986
O 16.0086 12.1647 19.5906
N 16.2693 13.0082 21.7356
N 14.8580 13.8929 20.4133
H 16.7241 12.1612 22.0450
H 15.9081 13.5271 22.5232
H 14.5464 13.9874 19.4572
H 14.5948 14.5220 21.1583
C 13.7009 13.0048 13.8348
O 13.7970 13.6603 14.8628
N 14.6370 12.5551 13.0844
N 12.6044 12.5886 13.2701
H 15.5508 12.9511 13.2527
H 14.4042 12.1183 12.2040
H 11.7385 13.0346 13.5375
H 12.8491 11.9937 12.4915
C 16.9813 12.5060 16.5260
O 18.1435 12.5597 16.8984
N 16.6437 11.7219 15.6068
N 16.0242 13.2368 16.9468
H 17.2920 11.1293 15.1083
H 15.7166 11.8740 15.2360
H 16.1318 13.8855 17.7134
H 15.1938 13.1865 16.3740
C 19.7016 14.5100 13.9511
O 20.1905 14.4342 15.1291
N 18.6810 15.1801 13.7050
N 20.2377 14.1488 12.8693
H 18.1826 15.0519 12.8360
H 18.2183 15.8071 14.3476
H 21.1672 13.7692 12.9794
H 19.7560 14.1636 11.9818
C 18.7341 20.4505 11.9848
O 17.8762 20.2169 12.7697
N 19.7911 21.1809 12.2828
N 18.7409 19.9107 10.7998
H 20.5191 21.4497 11.6364
H 19.9310 21.3744 13.2641
H 19.5080 20.0871 10.1669
H 18.0118 19.2744 10.5105

As for the expectation value of S²: 8.753. The total charge is +1. As for the LUMO energy (spin up / spin down): -2.006 / -2.009 eV. Its spin multiplicity is 6. For the total energy, the calculation gives -228384.773 eV.